The following is a DFT calculation (ωB97M-V/def2-TZVPD) of a 2-piece molecular cluster, C38H44N3 overall at a distorted geometry.

Bonds (Å) are listed after each position.
Positions of all 85 atoms, in Å:
1 N 1.298 -2.033 2.586  C6 1.490, C34 1.482, H58 1.020
2 N 7.125 -5.745 0.155  C12 1.443, C18 1.447, C22 1.363
3 N 1.973 1.441 -3.712  C25 1.361, C36 1.447, C40 1.446
4 C -1.935 0.958 5.045  C20 1.400, C32 1.394, H53 1.096
5 C 4.297 -3.863 1.525  C14 1.388, C19 1.429, H54 1.094
6 C -0.062 -1.452 2.770  N1 1.490, C26 1.533, C38 1.544, H78 1.098
7 C 2.747 -2.169 0.497  C19 1.434, C21 1.416, H67 1.095
8 C -0.104 -3.887 3.207  C34 1.532, C38 1.535, H69 1.097, H71 1.096
9 C 1.988 0.775 4.539  C11 1.399, C13 1.397, H72 1.095
10 C 3.728 -0.624 -1.234  C21 1.441, C27 1.378, H63 1.088
11 C 0.908 0.731 3.650  C9 1.399, C26 1.526, C31 1.396
12 C 7.534 -6.608 1.236  N2 1.443, C37 1.518, H49 1.105, H61 1.099
13 C 2.981 1.745 4.385  C9 1.397, C39 1.399, H44 1.093
14 C 5.252 -4.864 1.412  C5 1.388, C22 1.426, C24 1.495
15 C 1.389 -0.427 -0.605  C16 1.384, C21 1.426, H70 1.093
16 C 1.160 0.434 -1.664  C15 1.384, C25 1.428, C33 1.496
17 C 5.519 -4.296 -0.944  C22 1.418, C29 1.377, H65 1.092
18 C 8.150 -5.547 -0.847  N2 1.447, H51 1.092, H59 1.100, H68 1.101
19 C 3.806 -3.132 0.400  C5 1.429, C7 1.434, C29 1.441
20 C -1.567 0.288 3.872  C4 1.400, C26 1.535, C41 1.401
21 C 2.636 -1.093 -0.418  C7 1.416, C10 1.441, C15 1.426
22 C 5.988 -4.994 0.198  N2 1.363, C14 1.426, C17 1.418
23 C -3.697 0.892 2.882  C35 1.397, C41 1.402, H56 1.092
24 C 5.567 -5.782 2.550  C14 1.495, C37 1.527, H43 1.096, H82 1.100
25 C 2.214 0.716 -2.586  N3 1.361, C16 1.428, C27 1.419
26 C -0.167 -0.339 3.819  C6 1.533, C11 1.526, C20 1.535, H48 1.104
27 C 3.510 0.208 -2.311  C10 1.378, C25 1.419, H64 1.090
28 C 1.803 2.640 2.463  C31 1.400, C39 1.401, H57 1.092
29 C 4.434 -3.453 -0.857  C17 1.377, C19 1.441, H42 1.089
30 C -0.454 1.460 -3.316  C33 1.527, C40 1.520, H81 1.093, H85 1.096
31 C 0.803 1.675 2.626  C11 1.396, C28 1.400, H50 1.093
32 C -3.178 1.580 5.146  C4 1.394, C35 1.403, H52 1.092
33 C -0.192 1.038 -1.872  C16 1.496, C30 1.527, H74 1.102, H77 1.096
34 C 1.349 -3.410 3.132  N1 1.482, C8 1.532, H46 1.092, H84 1.104
35 C -4.062 1.554 4.056  C23 1.397, C32 1.403, H55 1.091
36 C 3.043 1.762 -4.632  N3 1.447, H73 1.101, H80 1.097, H83 1.095
37 C 6.362 -7.011 2.113  C12 1.518, C24 1.527, H60 1.096, H66 1.092
38 C -0.986 -2.631 3.141  C6 1.544, C8 1.535, H45 1.096, H62 1.099
39 C 2.894 2.672 3.340  C13 1.399, C28 1.401, H47 1.092
40 C 0.745 2.175 -3.916  N3 1.446, C30 1.520, H76 1.106, H79 1.097
41 C -2.460 0.237 2.794  C20 1.401, C23 1.402, H75 1.094
42 H 4.058 -2.999 -1.772  C29 1.089
43 H 4.633 -6.114 3.020  C24 1.096
44 H 3.819 1.769 5.087  C13 1.093
45 H -1.789 -2.724 2.401  C38 1.096
46 H 1.939 -4.013 2.438  C34 1.092
47 H 3.675 3.426 3.214  C39 1.092
48 H -0.002 -0.821 4.799  C26 1.104
49 H 8.298 -6.089 1.844  C12 1.105
50 H -0.073 1.666 1.972  C31 1.093
51 H 7.899 -4.729 -1.525  C18 1.092
52 H -3.453 2.088 6.073  C32 1.092
53 H -1.226 0.982 5.881  C4 1.096
54 H 3.924 -3.602 2.520  C5 1.094
55 H -5.031 2.050 4.127  C35 1.091
56 H -4.369 0.873 2.021  C23 1.092
57 H 1.717 3.368 1.654  C28 1.092
58 H 2.054 -1.429 2.908  N1 1.020
59 H 8.292 -6.465 -1.437  C18 1.100
60 H 5.710 -7.692 1.554  C37 1.096
61 H 8.022 -7.490 0.799  C12 1.099
62 H -1.461 -2.458 4.117  C38 1.099
63 H 4.738 -0.978 -1.039  C10 1.088
64 H 4.337 0.461 -2.975  C27 1.090
65 H 6.014 -4.443 -1.906  C17 1.092
66 H 6.743 -7.552 2.981  C37 1.092
67 H 1.863 -2.379 1.107  C7 1.095
68 H 9.113 -5.315 -0.366  C18 1.101
69 H -0.311 -4.546 2.355  C8 1.097
70 H 0.569 -0.665 0.077  C15 1.093
71 H -0.274 -4.451 4.131  C8 1.096
72 H 2.030 0.055 5.363  C9 1.095
73 H 3.782 2.450 -4.193  C36 1.101
74 H -0.311 1.914 -1.214  C33 1.102
75 H -2.203 -0.299 1.876  C41 1.094
76 H 0.832 3.183 -3.468  C40 1.106
77 H -0.959 0.315 -1.571  C33 1.096
78 H -0.336 -1.035 1.791  C6 1.098
79 H 0.621 2.307 -4.997  C40 1.097
80 H 3.570 0.856 -4.956  C36 1.097
81 H -1.318 2.128 -3.362  C30 1.093
82 H 6.130 -5.239 3.323  C24 1.100
83 H 2.601 2.243 -5.511  C36 1.095
84 H 1.843 -3.443 4.119  C34 1.104
85 H -0.685 0.573 -3.917  C30 1.096

Summary:
HOMO ... -9.786 eV
Total charge ... +1
Relative energy (zero: lowest compared OMol25 entry of this formula, charge and spin) ... 81.0 kJ/mol
Orbital gap ... 5.9 eV
E_tot ... -44584.2463 eV

Here are the Löwdin charges for atoms 1 to 6, given in e: -0.06 -0.13 -0.11 -0.03 0.03 -0.28